The following is a DFT calculation (ωB97M-V/def2-TZVPD) of 2 unconnected molecules or ions with the total composition C3H7N2O3.

Geometry (Å):
O 1.3882 1.8374 -1.8267
C 0.8644 0.7703 -1.6186
C 1.5200 -0.3663 -0.8854
N 0.6441 -1.5223 -0.9590
H -0.1106 0.5170 -2.0539
H 2.4356 -0.6045 -1.4271
H 1.7628 -0.0227 0.1111
H 1.0784 -2.3330 -0.5571
H -0.2075 -1.3373 -0.4372
N -1.7602 0.6105 2.3166
C -1.2899 0.3064 1.0155
O -0.3626 1.0298 0.6113
O -1.7920 -0.6875 0.4503
H -2.6656 0.2838 2.6056
H -1.5050 1.5183 2.6546

Values from the calculation:
Net charge: -1
E_tot: -12349.2277 eV
Gap between HOMO and LUMO: 8.875 eV
E_HOMO: -4.66 eV
Energy above the lowest of the compared OMol25 structures with the same formula, charge and spin: 38.86 kcal/mol
Multiplicity: 1
LUMO level: 4.216 eV

Mulliken population analysis, charges in e, atoms 1 to 2: -0.577 0.050

The following is a DFT calculation (ωB97M-V/def2-TZVPD) of a gas-phase ion, C2H2O2P (charge -1).

Geometry (Å):
C 1.3393 -0.9733 0.4561
P 0.4735 -0.1141 -0.6958
C -1.4425 0.1115 0.1130
O -2.1179 -0.8757 -0.0740
O -1.2817 1.2479 0.4910
H 2.3736 -0.7716 0.6238
H 0.6556 1.3753 -0.9141

Values from the calculation:
Net charge: -1
Structure (SMILES): C#[PH]C(=O)[O-]
E_tot: -15488.0434 eV
Gap between HOMO and LUMO (spin up / spin down): 7.533 / 7.534 eV
E_HOMO (spin up / spin down): -3.18 / -3.18 eV
Energy above the lowest of the compared OMol25 structures with the same formula, charge and spin: 64.79 kcal/mol
Multiplicity: 1
LUMO level (spin up / spin down): 4.356 / 4.356 eV

Mulliken population analysis, charges in e, atoms 1 to 2: -0.505 -0.088

The following is a DFT calculation (ωB97M-V/def2-TZVPD) of a molecular structure, C4H4I2N2O.

Geometry (Å):
C -0.6831 -0.5177 0.3216
C -0.9734 -1.3387 -1.8109
C -0.6537 -0.0260 1.5536
C 0.2584 0.6867 -1.0411
N -0.0821 -0.2741 -2.0616
N -1.2447 -1.3936 -0.4825
O -1.3382 -2.0808 -2.6802
I -0.5271 2.5945 -1.1705
I -2.4625 -2.8682 0.0459
H -1.0616 -0.4890 2.4686
H -0.2008 0.9153 1.9060
H 1.2616 0.6931 -0.6041
H 0.3012 -0.1347 -2.9462

Values from the calculation:
E_tot: -25439.0639 eV
Gap between HOMO and LUMO: 8.127 eV
E_HOMO: -8.81 eV
Multiplicity: 1
LUMO level: -0.686 eV

Mulliken population analysis, charges in e, atoms 1 to 2: 0.474 0.507